{"formula": "C35H48AsO3P3Pt", "method": "the ωB97M-V functional and the def2-TZVPD basis", "charge": 4, "e_above_lowest_ev": 0.378, "spin_multiplicity": 5, "species": ["P", "C", "H", "H", "H", "C", "H", "H", "H", "C", "H", "H", "H", "P", "C", "H", "H", "H", "C", "H", "H", "H", "C", "H", "H", "H", "P", "C", "H", "H", "H", "C", "H", "H", "H", "C", "H", "H", "H", "Pt", "C", "O", "C", "O", "C", "C", "C", "C", "C", "C", "H", "H", "H", "H", "H", "H", "O", "As", "C", "C", "C", "C", "C", "C", "C", "C", "C", "C", "C", "C", "C", "C", "C", "C", "C", "C", "H", "H", "H", "H", "H", "H", "H", "H", "H", "H", "H", "H", "H", "H", "H"], "xyz": [[-3.0007, -1.6628, -0.5733], [-3.7260, -1.7186, 1.0392], [-4.8223, -1.7513, 0.9753], [-3.4389, -0.8360, 1.6190], [-3.3959, -2.5912, 1.6114], [-3.3862, -0.1899, -1.5092], [-3.0070, -0.2735, -2.5396], [-2.8977, 0.6736, -1.0240], [-4.4788, -0.0481, -1.5207], [-3.0035, -3.1631, -1.5318], [-3.9852, -3.3061, -2.0002], [-2.7795, -4.0197, -0.8802], [-2.2214, -3.1082, -2.3039], [2.6350, -1.6419, 0.1600], [2.3344, -1.9185, 1.9211], [3.1089, -2.5150, 2.4237], [1.3801, -2.4327, 2.0448], [2.2576, -0.9578, 2.4348], [2.8221, -3.2813, -0.6323], [3.1033, -3.1717, -1.6873], [1.8420, -3.7726, -0.6003], [3.5574, -3.9317, -0.1378], [4.2487, -0.8031, 0.0035], [5.1086, -1.4565, 0.2053], [4.2788, 0.0422, 0.7002], [4.3425, -0.3976, -1.0101], [0.2776, 3.3690, 0.3217], [0.1327, 3.8557, 2.0138], [0.1493, 4.9487, 2.1150], [0.9506, 3.4361, 2.6049], [-0.8076, 3.4864, 2.4334], [1.5200, 4.2297, -0.6230], [1.4096, 5.3120, -0.4789], [1.4399, 3.9764, -1.6877], [2.5117, 3.9111, -0.2674], [-1.2969, 3.1991, -0.5008], [-1.7176, 4.1987, -0.6949], [-1.9638, 2.6235, 0.1592], [-1.1639, 2.6504, -1.4471], [1.0864, -0.3428, -1.5741], [-1.0441, -1.4478, -0.4017], [-0.5127, -2.0430, 0.5159], [1.0044, 1.5148, 0.1060], [1.6434, 1.1520, 1.0561], [2.1667, 0.7564, -2.9598], [0.8517, 1.2880, -2.8998], [-0.2518, 0.4787, -3.1703], [-0.0882, -0.9115, -3.2353], [1.2069, -1.4750, -3.3513], [2.3576, -0.6364, -3.2402], [2.9984, 1.3504, -2.6178], [0.6893, 2.3176, -2.5791], [-1.2579, 0.9055, -3.1237], [-0.9655, -1.5534, -3.1508], [1.3235, -2.5481, -3.3232], [3.3265, -1.0705, -3.1009], [-1.2339, 0.8126, 2.1410], [-1.7206, 0.7890, 3.7460], [-3.1706, 2.0746, 3.8757], [-4.0364, 2.2286, 2.7832], [-5.0766, 3.1632, 2.8559], [-5.2225, 3.9588, 3.9984], [-4.3378, 3.8178, 5.0744], [-3.3104, 2.8676, 5.0191], [-2.3649, -0.9993, 4.1458], [-3.6832, -1.1772, 4.5794], [-4.1587, -2.4720, 4.8160], [-3.3135, -3.5738, 4.6414], [-1.9948, -3.3888, 4.2141], [-1.5209, -2.0982, 3.9490], [-0.2976, 1.2299, 5.0071], [0.2418, 0.2231, 5.8172], [1.2705, 0.5316, 6.7167], [1.7646, 1.8390, 6.7989], [1.2129, 2.8456, 5.9999], [0.1546, 2.5481, 5.1319], [-3.8828, 1.6302, 1.8825], [-5.7649, 3.2673, 2.0160], [-6.0271, 4.6952, 4.0475], [-4.4411, 4.4450, 5.9610], [-2.6198, 2.7458, 5.8554], [-4.3314, -0.3092, 4.7180], [-5.1920, -2.6137, 5.1368], [-3.6851, -4.5812, 4.8388], [-1.3259, -4.2419, 4.0864], [-0.5027, -1.9438, 3.5885], [-0.1503, -0.7926, 5.7543], [1.6838, -0.2531, 7.3517], [2.5762, 2.0760, 7.4895], [1.5939, 3.8674, 6.0471], [-0.3123, 3.3504, 4.5580]], "atomic_forces_ev_per_a": [[1.10, 0.35, 0.17], [-0.39, -0.07, 0.45], [0.12, 0.00, -0.18], [0.12, 0.09, -0.20], [0.11, -0.06, -0.18], [-0.24, 0.26, -0.11], [-0.33, -0.12, 0.32], [-0.33, -0.37, -0.02], [0.33, 0.07, -0.12], [-0.12, -0.36, -0.11], [0.15, -0.06, 0.00], [-0.13, 0.21, -0.10], [-0.37, -0.02, 0.13], [0.74, -0.30, -0.81], [-0.48, 0.15, 0.30], [0.05, 0.12, -0.49], [0.08, -0.01, -0.02], [0.03, -0.03, -0.05], [-0.34, 0.05, -0.02], [0.07, 0.02, 0.26], [0.19, -0.06, 0.03], [-0.15, 0.32, -0.01], [-0.11, 0.24, 0.00], [-0.34, 0.02, 0.01], [0.03, -0.15, -0.07], [0.14, -0.13, 0.15], [-0.31, -0.91, -0.20], [-0.01, 0.22, 0.50], [0.10, -0.08, -0.22], [0.05, 0.02, -0.08], [0.05, -0.14, -0.29], [0.30, 0.07, -0.08], [0.07, -0.14, -0.12], [-0.03, 0.28, 0.25], [-0.21, 0.26, 0.00], [-0.27, 0.11, -0.19], [0.02, -0.31, 0.00], [0.22, 0.20, 0.01], [-0.06, 0.38, 0.30], [0.28, -2.11, 8.50], [0.61, -2.30, 3.87], [-1.52, 2.01, -3.20], [1.13, 0.22, 3.74], [-1.34, 0.58, -2.56], [0.89, 0.22, -1.02], [0.04, 1.70, -1.77], [-1.50, 0.87, -0.46], [-0.83, -0.60, -1.90], [0.58, -0.69, -0.88], [0.05, 0.24, -0.96], [0.26, 0.18, -0.36], [0.16, -0.32, -0.46], [0.41, -0.13, -0.06], [0.36, 0.12, -0.39], [0.06, -0.10, -0.34], [0.45, -0.15, -0.46], [0.33, 0.05, -0.70], [-0.21, 0.06, 0.26], [0.30, -0.01, 0.17], [-0.09, 0.26, 0.26], [0.30, -0.19, 0.01], [0.17, -0.10, 0.09], [0.03, -0.11, -0.15], [-0.24, 0.04, -0.14], [-0.10, 0.25, 0.01], [0.15, -0.15, -0.06], [0.06, 0.03, -0.08], [-0.08, 0.13, -0.03], [0.11, 0.27, -0.16], [-0.27, -0.18, 0.00], [-0.34, -0.10, 0.06], [0.14, 0.15, 0.00], [-0.10, 0.14, -0.17], [-0.10, -0.15, -0.16], [-0.26, -0.11, -0.17], [0.37, -0.01, 0.01], [-0.10, 0.10, 0.21], [0.15, 0.03, 0.28], [0.26, -0.25, 0.00], [-0.02, -0.18, -0.27], [-0.25, 0.07, -0.16], [0.12, -0.29, 0.04], [0.33, 0.00, -0.04], [0.12, 0.32, -0.02], [-0.25, 0.20, 0.08], [-0.19, -0.07, 0.15], [0.17, 0.26, 0.13], [-0.13, 0.25, -0.16], [-0.28, -0.09, -0.21], [-0.15, -0.31, 0.14], [0.11, -0.20, 0.27]]}